Record 1
{"formula": "C33H49F3IN5O11P2S", "method": "wB97M-V/def2-TZVPD", "de_lowest_ev": 0.000, "species": ["C", "C", "C", "C", "O", "C", "P", "O", "O", "C", "C", "C", "N", "C", "C", "C", "C", "O", "C", "C", "N", "P", "O", "O", "O", "C", "C", "C", "C", "O", "C", "C", "O", "C", "I", "C", "C", "C", "C", "N", "C", "C", "F", "F", "F", "S", "H", "H", "H", "H", "H", "H", "H", "H", "H", "H", "H", "H", "H", "H", "H", "H", "H", "H", "H", "H", "H", "H", "H", "H", "H", "H", "H", "H", "H", "H", "H", "H", "H", "H", "H", "C", "N", "C", "C", "O", "H", "H", "H", "H", "H", "H", "H", "C", "N", "C", "C", "O", "H", "H", "H", "H", "H", "H", "H"], "xyz": [[-0.35, 3.27, 1.49], [-1.54, 2.80, 0.64], [-1.55, 1.29, 0.49], [-1.70, 0.47, 1.61], [-1.85, 1.13, 2.81], [-1.73, -0.94, 1.52], [-2.02, -1.96, 3.02], [-0.98, -3.22, 2.99], [-1.66, -1.06, 4.33], [-1.58, -1.52, 0.25], [-1.59, -3.02, 0.07], [-0.18, -3.61, -0.05], [-0.03, -4.96, 0.50], [1.18, -5.61, -0.03], [2.10, -6.16, 1.09], [-1.19, -5.77, 0.22], [-1.97, -6.20, 1.41], [-1.51, -6.09, -0.89], [-1.43, -0.70, -0.86], [-1.43, 0.69, -0.77], [-1.32, 1.47, -1.96], [-2.82, 1.61, -2.80], [-3.84, 0.73, -2.25], [-2.55, 1.46, -4.34], [-3.24, 3.15, -2.62], [-0.16, 1.12, -2.74], [0.00, -0.22, -3.08], [1.07, -0.69, -3.83], [1.19, -2.15, -4.16], [0.96, -2.37, -5.55], [1.30, -3.62, -6.01], [2.66, -4.17, -5.77], [0.49, -4.22, -6.63], [2.03, 0.26, -4.22], [3.71, -0.45, -5.28], [1.92, 1.63, -3.89], [3.02, 2.58, -4.31], [3.82, 3.18, -3.14], [4.59, 2.12, -2.35], [5.08, 2.73, -1.11], [0.79, 2.06, -3.17], [0.56, 3.51, -2.78], [0.94, 3.71, -1.51], [-0.72, 3.87, -2.87], [1.21, 4.41, -3.52], [-1.23, -1.37, -2.49], [0.51, 2.64, 1.31], [-0.07, 4.29, 1.23], [-0.57, 3.22, 2.55], [-2.48, 3.15, 1.05], [-1.36, 3.18, -0.36], [-2.63, 0.77, 3.25], [-0.08, -2.93, 2.76], [-0.75, -0.73, 4.31], [-2.15, -3.29, -0.82], [-2.15, -3.45, 0.89], [0.51, -2.94, 0.48], [0.09, -3.59, -1.11], [0.93, -6.43, -0.69], [1.75, -4.91, -0.64], [1.69, -5.96, 2.07], [3.08, -5.70, 0.99], [2.27, -7.23, 0.97], [-1.32, -6.47, 2.23], [-2.54, -5.34, 1.76], [-2.66, -7.00, 1.16], [-1.99, 2.17, -4.68], [-3.02, 3.39, -1.71], [0.47, -2.71, -3.57], [2.18, -2.48, -3.85], [3.46, -3.46, -5.96], [2.74, -4.44, -4.71], [2.81, -5.08, -6.34], [3.73, 2.14, -4.99], [2.56, 3.40, -4.85], [4.52, 3.90, -3.57], [3.22, 3.72, -2.42], [5.41, 1.73, -2.96], [3.87, 1.35, -2.07], [5.91, 3.28, -1.27], [5.24, 2.04, -0.39], [1.76, -0.69, 8.46], [1.79, -1.34, 7.16], [2.19, -2.73, 7.07], [1.47, -0.69, 6.04], [1.48, -1.19, 4.92], [2.75, -0.71, 8.92], [1.06, -1.21, 9.12], [1.44, 0.34, 8.36], [3.06, -2.83, 6.43], [1.38, -3.32, 6.64], [2.42, -3.11, 8.07], [1.18, 0.36, 6.20], [-5.73, 6.98, 1.58], [-4.39, 6.44, 1.39], [-3.87, 6.30, 0.04], [-3.62, 6.06, 2.42], [-2.50, 5.61, 2.30], [-6.46, 6.35, 1.07], [-5.79, 7.99, 1.17], [-5.97, 7.01, 2.64], [-3.63, 5.26, -0.16], [-2.96, 6.89, -0.07], [-4.61, 6.65, -0.68], [-4.10, 6.20, 3.40]]}

---

Record 2
{"formula": "C33H49N2O7Si", "method": "wB97M-V/def2-TZVPD", "total_charge": 1, "species": ["C", "O", "C", "C", "C", "C", "C", "C", "C", "C", "C", "C", "C", "C", "C", "C", "C", "O", "O", "C", "C", "N", "C", "Si", "C", "C", "C", "C", "O", "C", "O", "C", "O", "C", "C", "C", "C", "C", "C", "C", "C", "O", "H", "H", "H", "H", "H", "H", "H", "H", "H", "H", "H", "H", "H", "H", "H", "H", "H", "H", "H", "H", "H", "H", "H", "H", "H", "H", "H", "H", "H", "H", "H", "H", "H", "H", "H", "H", "H", "H", "H", "H", "H", "H", "H", "H", "H", "N", "H", "H", "H", "H"], "xyz": [[-0.27, 0.54, 4.95], [-1.50, 1.26, 4.84], [-1.30, 2.60, 4.42], [-1.25, 2.73, 2.89], [-2.64, 2.41, 2.28], [-2.51, 1.81, 0.85], [-2.64, 2.90, -0.24], [-3.13, 2.37, -1.61], [-2.58, 0.98, -1.98], [-1.98, 0.99, -3.41], [-2.09, -0.35, -4.17], [-0.95, -1.38, -3.88], [0.00, -0.97, -2.76], [-0.28, -1.47, -1.50], [0.53, -1.19, -0.40], [1.62, -0.39, -0.63], [2.52, -0.11, 0.54], [3.56, -1.09, 0.53], [4.32, -0.88, 1.68], [1.92, 0.12, -1.88], [3.20, 0.94, -1.94], [3.06, 2.30, -1.29], [1.11, -0.13, -2.99], [1.58, 0.65, -4.68], [3.26, -0.13, -5.17], [0.34, 0.56, -6.07], [1.93, 2.51, -4.48], [0.16, -1.80, 0.92], [0.23, -1.25, 2.00], [-0.41, -3.20, 0.82], [-0.04, -4.09, 1.79], [-1.10, -4.75, 2.41], [-1.79, -5.56, 1.85], [-1.35, -4.44, 3.86], [-0.35, -4.10, 4.74], [-0.65, -3.88, 6.06], [-1.94, -4.00, 6.52], [-2.93, -4.32, 5.61], [-2.65, -4.55, 4.30], [-1.20, -3.45, -0.21], [-1.49, -2.36, -1.21], [-2.59, -2.21, -1.70], [-0.02, 0.37, 6.00], [-0.41, -0.42, 4.44], [0.56, 1.07, 4.47], [-2.11, 3.21, 4.81], [-0.36, 3.00, 4.84], [-0.47, 2.07, 2.47], [-1.01, 3.77, 2.66], [-3.15, 1.67, 2.90], [-3.19, 3.35, 2.19], [-3.27, 1.05, 0.66], [-1.51, 1.37, 0.75], [-1.70, 3.46, -0.39], [-3.37, 3.66, 0.09], [-4.22, 2.32, -1.63], [-2.86, 3.13, -2.36], [-3.35, 0.20, -1.91], [-1.78, 0.66, -1.31], [-0.96, 1.39, -3.34], [-2.54, 1.73, -3.99], [-2.07, -0.12, -5.24], [-3.06, -0.80, -3.94], [-0.32, -1.59, -4.75], [-1.43, -2.33, -3.66], [1.99, -0.08, 1.49], [3.03, 0.86, 0.42], [4.87, -0.09, 1.53], [3.63, 1.04, -2.94], [3.98, 0.43, -1.34], [3.54, 2.95, -1.91], [2.08, 2.54, -1.40], [3.57, -0.91, -4.47], [4.04, 0.64, -5.14], [3.23, -0.54, -6.19], [-0.56, 1.11, -5.78], [0.13, -0.43, -6.48], [0.76, 1.14, -6.90], [2.24, 2.79, -3.47], [0.96, 3.00, -4.64], [2.59, 2.89, -5.26], [0.69, -4.01, 4.42], [0.11, -3.63, 6.80], [-2.20, -3.85, 7.56], [-3.96, -4.44, 5.95], [-3.42, -4.83, 3.58], [-1.63, -4.43, -0.37], [5.03, 2.40, 1.83], [4.81, 3.35, 2.14], [6.04, 2.26, 1.88], [4.56, 1.72, 2.44], [4.71, 2.27, 0.86]]}

---

Record 3
{"formula": "C33H49NO8", "method": "wB97M-V/def2-TZVPD", "species": ["C", "C", "C", "C", "O", "C", "C", "C", "C", "C", "C", "H", "H", "C", "C", "C", "H", "H", "C", "C", "H", "H", "H", "H", "H", "H", "O", "C", "O", "C", "O", "H", "C", "O", "H", "C", "O", "H", "C", "C", "H", "O", "H", "H", "H", "H", "H", "H", "H", "H", "H", "H", "C", "H", "C", "H", "H", "C", "H", "H", "C", "C", "C", "H", "H", "H", "H", "C", "N", "H", "C", "H", "C", "C", "H", "H", "H", "H", "C", "C", "O", "H", "H", "H", "H", "H", "H", "H", "H", "H", "H"], "xyz": [[-3.35, -0.74, 1.74], [-2.88, -0.35, 0.37], [-1.58, -0.15, 0.09], [-0.46, -0.11, 1.04], [-0.47, -0.38, 2.22], [0.76, 0.33, 0.25], [0.18, 1.03, -0.98], [1.26, 1.14, -2.04], [2.52, 1.66, -1.41], [2.78, 1.70, -0.11], [4.06, 2.30, 0.41], [4.70, 2.58, -0.43], [3.85, 3.20, 0.99], [4.81, 1.31, 1.31], [3.90, 0.87, 2.46], [2.63, 0.24, 1.91], [1.97, -0.06, 2.73], [2.91, -0.66, 1.36], [1.84, 1.16, 0.96], [1.20, 2.32, 1.74], [1.96, 2.89, 2.28], [0.50, 1.92, 2.47], [0.68, 3.00, 1.08], [3.69, 1.73, 3.09], [4.42, 0.13, 3.07], [5.72, 1.79, 1.70], [5.19, 0.20, 0.49], [6.31, -0.49, 0.93], [7.50, 0.26, 0.77], [7.70, 0.66, -0.58], [8.77, 1.53, -0.63], [9.58, 1.03, -0.45], [7.95, -0.61, -1.41], [9.10, -1.26, -0.91], [9.05, -1.24, 0.06], [6.72, -1.54, -1.32], [6.95, -2.71, -2.05], [7.85, -3.00, -1.86], [6.41, -1.82, 0.16], [5.12, -2.63, 0.30], [5.19, -3.52, -0.34], [4.98, -3.00, 1.66], [4.14, -3.46, 1.77], [4.28, -2.02, -0.03], [7.22, -2.41, 0.60], [5.86, -1.04, -1.78], [8.16, -0.36, -2.45], [6.83, 1.21, -0.95], [6.27, -0.70, 2.01], [3.26, 2.04, -2.11], [0.95, 1.80, -2.85], [1.46, 0.16, -2.48], [-1.05, 0.18, -1.29], [-0.72, -0.76, -1.76], [-2.13, 0.81, -2.15], [-1.79, 0.91, -3.18], [-2.37, 1.80, -1.77], [-3.35, -0.11, -2.10], [-3.05, -1.12, -2.37], [-4.11, 0.21, -2.81], [-3.96, -0.19, -0.69], [-4.88, 1.03, -0.31], [-5.27, 1.98, -1.44], [-4.40, 2.43, -1.90], [-5.89, 2.77, -1.02], [-5.86, 1.47, -2.20], [-4.39, 1.61, 0.47], [-6.13, 0.31, 0.24], [-7.41, 0.96, 0.13], [-7.41, 1.85, 0.62], [-8.43, 0.09, 0.69], [-9.39, 0.60, 0.62], [-8.50, -1.25, -0.06], [-9.57, -2.15, 0.56], [-10.55, -1.66, 0.52], [-9.33, -2.37, 1.60], [-9.64, -3.09, 0.02], [-8.77, -1.03, -1.10], [-7.14, -1.95, -0.06], [-6.14, -0.95, -0.62], [-4.80, -1.36, -0.64], [-6.46, -0.68, -1.64], [-7.16, -2.85, -0.67], [-6.85, -2.23, 0.96], [-8.24, -0.12, 1.76], [-5.93, 0.00, 1.28], [-0.15, 2.04, -0.70], [1.23, -0.60, -0.10], [-2.51, -1.08, 2.34], [-4.08, -1.54, 1.64], [-3.81, 0.10, 2.24]]}

---

Record 4
{"formula": "C33H50BN12OSr", "method": "wB97M-V/def2-TZVPD", "total_charge": 1, "de_lowest_ev": 0.215, "species": ["Sr", "C", "C", "N", "N", "C", "B", "N", "C", "C", "C", "N", "N", "C", "C", "C", "N", "H", "H", "H", "H", "H", "H", "H", "H", "H", "H", "C", "N", "C", "C", "N", "C", "C", "C", "C", "C", "C", "C", "C", "C", "N", "C", "N", "C", "C", "N", "C", "C", "C", "N", "C", "C", "H", "H", "H", "H", "H", "H", "H", "H", "H", "H", "H", "H", "H", "H", "H", "H", "H", "H", "H", "H", "H", "H", "H", "H", "H", "H", "H", "H", "H", "H", "C", "C", "O", "C", "C", "H", "H", "H", "H", "H", "H", "H", "H", "H", "H"], "xyz": [[0.05, 0.98, -0.37], [0.10, 1.84, 4.09], [0.35, 1.01, 3.00], [0.14, 1.67, 1.87], [-0.24, 2.91, 2.19], [-0.28, 3.04, 3.52], [-0.60, 4.00, 1.17], [0.55, 4.23, 0.19], [1.19, 5.39, -0.02], [2.00, 5.25, -1.13], [1.78, 3.94, -1.54], [0.91, 3.33, -0.74], [-1.81, 3.59, 0.32], [-2.93, 4.30, 0.14], [-3.66, 3.72, -0.89], [-2.88, 2.64, -1.29], [-1.77, 2.57, -0.55], [0.18, 1.62, 5.14], [0.65, -0.02, 2.99], [-0.56, 3.97, 3.98], [-0.85, 5.00, 1.75], [1.03, 6.24, 0.61], [2.63, 5.99, -1.58], [2.22, 3.43, -2.38], [-3.15, 5.16, 0.74], [-4.59, 4.05, -1.29], [-3.06, 1.93, -2.08], [-4.81, -2.02, 1.29], [-3.56, -2.04, 0.56], [-3.45, -3.17, -0.33], [-2.64, -1.03, 0.66], [-1.75, -0.73, -0.22], [-1.85, -1.10, -1.56], [-3.03, -0.84, -2.23], [-3.19, -1.13, -3.58], [-2.17, -1.72, -4.27], [-0.94, -2.01, -3.63], [0.08, -2.66, -4.36], [1.27, -2.96, -3.77], [1.48, -2.62, -2.43], [0.51, -1.99, -1.67], [0.86, -1.60, -0.37], [1.48, -2.45, 0.41], [2.24, -2.01, 1.44], [2.40, -2.74, 2.67], [3.09, -0.85, 1.33], [1.35, -3.82, 0.31], [2.48, -4.71, 0.43], [0.15, -4.44, -0.19], [-0.75, -1.67, -2.26], [-2.60, -0.33, 1.86], [-3.22, 0.98, 1.91], [-2.65, -1.05, 3.11], [-5.63, -2.17, 0.59], [-4.96, -1.07, 1.78], [-4.84, -2.83, 2.03], [-3.66, -4.08, 0.23], [-2.45, -3.24, -0.75], [-4.15, -3.09, -1.16], [-3.85, -0.38, -1.68], [-4.12, -0.91, -4.07], [-2.28, -1.98, -5.31], [-0.11, -2.92, -5.39], [2.06, -3.45, -4.33], [2.44, -2.84, -1.99], [3.42, -3.13, 2.78], [1.70, -3.57, 2.72], [2.22, -2.08, 3.51], [4.14, -1.16, 1.32], [2.95, -0.20, 2.19], [2.86, -0.30, 0.43], [3.39, -4.15, 0.62], [2.60, -5.27, -0.50], [2.32, -5.43, 1.24], [-0.67, -3.74, -0.10], [-0.06, -5.32, 0.43], [0.25, -4.76, -1.23], [-3.40, 1.34, 0.90], [-2.58, 1.69, 2.43], [-4.18, 0.94, 2.44], [-3.65, -1.08, 3.55], [-1.99, -0.55, 3.82], [-2.30, -2.07, 2.95], [3.72, 2.81, 1.40], [4.34, 2.43, 0.06], [3.45, 1.63, -0.70], [4.00, 1.27, -1.95], [2.95, 0.59, -2.81], [4.45, 3.38, 1.98], [3.45, 1.92, 1.96], [2.83, 3.41, 1.25], [5.28, 1.88, 0.23], [4.58, 3.35, -0.50], [4.86, 0.60, -1.80], [4.38, 2.17, -2.47], [2.61, -0.33, -2.34], [3.36, 0.35, -3.78], [2.08, 1.24, -2.95]]}

---

Record 5
{"formula": "C33H50F17N2O6", "method": "wB97M-V/def2-TZVPD", "total_charge": 1, "species": ["C", "C", "N", "O", "C", "O", "C", "C", "C", "C", "C", "C", "O", "N", "C", "C", "C", "C", "C", "F", "F", "C", "F", "F", "C", "F", "F", "C", "F", "F", "C", "F", "F", "C", "F", "F", "C", "F", "F", "C", "F", "F", "F", "H", "H", "H", "H", "H", "H", "H", "H", "H", "H", "H", "H", "H", "H", "H", "H", "H", "H", "H", "H", "C", "C", "O", "C", "C", "H", "H", "H", "H", "H", "H", "H", "H", "H", "H", "C", "C", "O", "C", "C", "H", "H", "H", "H", "H", "H", "H", "H", "H", "H", "C", "C", "O", "C", "C", "H", "H", "H", "H", "H", "H", "H", "H", "H", "H"], "xyz": [[2.03, 5.93, 1.87], [1.51, 6.14, 0.33], [1.77, 4.93, -0.58], [1.34, 3.88, 0.14], [0.78, 2.93, -0.83], [-0.58, 2.84, -0.91], [1.63, 1.90, -1.79], [1.32, 1.96, -3.41], [2.17, 0.94, -4.37], [1.86, 1.07, -6.01], [1.42, -0.42, -6.64], [0.39, -1.23, -5.64], [1.17, -2.24, -4.87], [3.18, -0.05, -3.78], [3.49, -0.13, -2.28], [2.74, 0.87, -1.17], [3.18, 0.75, 0.41], [1.93, 0.70, 1.47], [2.24, -0.07, 2.88], [2.44, -1.51, 2.59], [3.58, 0.44, 3.36], [1.16, 0.27, 4.06], [0.15, 1.30, 3.72], [1.93, 0.81, 5.24], [0.34, -1.05, 4.64], [1.30, -2.00, 5.25], [-0.46, -0.51, 5.80], [-0.75, -1.69, 3.61], [-2.13, -1.34, 4.11], [-0.68, -1.10, 2.22], [-0.71, -3.31, 3.42], [-1.52, -3.58, 2.17], [0.67, -3.81, 3.03], [-1.18, -4.19, 4.71], [-0.15, -5.28, 4.89], [-1.18, -3.45, 6.01], [-2.62, -4.96, 4.57], [-2.74, -5.82, 5.81], [-2.67, -5.96, 3.44], [-3.95, -4.02, 4.56], [-4.07, -3.06, 5.68], [-5.12, -4.96, 4.72], [-4.20, -3.28, 3.31], [1.13, 5.80, 2.64], [2.63, 6.89, 2.21], [2.75, 5.01, 2.03], [2.00, 7.06, -0.22], [0.33, 6.24, 0.39], [2.79, 4.84, -0.81], [0.52, 2.76, -3.78], [1.05, 1.90, -6.24], [2.89, 1.43, -6.48], [2.44, -0.97, -6.84], [0.93, -0.18, -7.68], [-0.37, -1.81, -6.33], [-0.24, -0.51, -4.93], [0.76, -2.29, -3.95], [3.66, -0.67, -4.48], [4.29, -0.94, -1.97], [3.86, 1.70, 0.64], [3.90, -0.19, 0.55], [0.99, 0.30, 0.88], [1.69, 1.84, 1.75], [-2.06, -6.79, 0.65], [-1.93, -7.18, -0.81], [-1.36, -8.48, -1.01], [-2.06, -9.57, -0.43], [-3.47, -9.74, -0.96], [-1.08, -6.82, 1.14], [-2.47, -5.78, 0.73], [-2.72, -7.46, 1.19], [-1.27, -6.47, -1.32], [-2.90, -7.12, -1.33], [-2.05, -9.50, 0.66], [-1.48, -10.48, -0.68], [-4.10, -8.87, -0.73], [-3.95, -10.62, -0.52], [-3.46, -9.86, -2.05], [-4.85, -3.71, -7.00], [-3.47, -3.35, -6.46], [-3.22, -1.95, -6.44], [-4.10, -1.15, -5.65], [-4.10, -1.53, -4.18], [-4.97, -3.31, -8.02], [-4.97, -4.79, -7.03], [-5.65, -3.29, -6.39], [-2.71, -3.80, -7.11], [-3.32, -3.78, -5.46], [-5.11, -1.18, -6.07], [-3.75, -0.12, -5.75], [-4.44, -2.55, -4.02], [-4.76, -0.86, -3.62], [-3.09, -1.46, -3.77], [4.29, 9.66, 3.16], [3.07, 10.54, 3.35], [2.14, 10.03, 4.31], [2.64, 9.86, 5.64], [3.12, 11.15, 6.28], [3.99, 8.65, 2.86], [4.94, 10.08, 2.39], [4.87, 9.57, 4.08], [2.53, 10.61, 2.40], [3.35, 11.57, 3.62], [3.41, 9.09, 5.66], [1.80, 9.47, 6.24], [3.97, 11.58, 5.73], [3.45, 10.97, 7.30], [2.32, 11.90, 6.29]]}

---

no.,HOMO level (hartree)
1,-0.2955
2,-0.4149
3,-0.3284
4,-0.3615
5,-0.4048